No. 1
Density functional theory data (ωB97M-V with the def2-TZVPD basis set) for a molecular structure, C47H38AsN3O14SW.

Geometry as ORCA input:
```
! RIJCOSX wB97M-V def2-TZVPD def2/J DEFGRID3
* xyz -2 3
W 1.993 0.765 0.341
O 2.284 -2.789 0.940
As 3.062 -1.378 1.824
O 4.401 -2.195 2.376
O 3.457 -0.414 0.521
C 1.882 -1.350 3.426
C 1.779 -2.536 4.128
C 1.039 -2.595 5.303
C 0.429 -1.421 5.795
C 0.583 -0.229 5.129
C 1.280 -0.177 3.919
S 1.792 1.322 3.144
O 1.811 2.336 4.169
O 3.095 0.917 2.609
O 1.012 1.783 1.958
H 2.950 -3.151 0.342
H 2.291 -3.401 3.715
H 0.955 -3.518 5.855
H -0.146 -1.459 6.711
H 0.185 0.690 5.527
C -4.407 0.016 -1.650
C -3.767 0.183 -0.261
C -4.866 0.184 0.815
O -2.863 -0.868 -0.018
C -1.534 -0.372 0.001
C -1.676 1.155 0.008
O -3.058 1.403 -0.187
C -0.718 1.753 -1.069
O 0.484 1.094 -0.860
C -1.295 1.517 -2.468
C -0.755 0.562 -3.319
C -1.322 0.327 -4.562
C -2.422 1.059 -4.976
C -2.943 2.039 -4.147
C -2.385 2.267 -2.903
C -0.510 3.255 -0.945
C 0.586 3.785 -1.623
C 0.830 5.146 -1.594
C -0.017 5.983 -0.886
C -1.119 5.462 -0.230
C -1.374 4.100 -0.265
C -0.741 -0.981 1.210
O 0.562 -0.446 1.266
C -0.606 -2.492 1.020
C -0.512 -3.317 2.136
C -0.337 -4.683 2.000
C -0.204 -5.249 0.745
C -0.241 -4.433 -0.370
C -0.455 -3.073 -0.231
C -1.622 -0.665 2.428
C -1.495 0.520 3.143
C -2.385 0.853 4.155
C -3.429 0.006 4.480
C -3.572 -1.176 3.773
C -2.689 -1.501 2.756
H -5.018 -0.883 -1.657
H -3.632 -0.064 -2.405
H -5.024 0.882 -1.871
H -5.347 -0.790 0.835
H -5.593 0.958 0.581
H -4.426 0.385 1.788
H -1.019 -0.661 -0.924
H -1.367 1.582 0.971
H 0.127 0.024 -2.999
H -0.905 -0.436 -5.205
H -2.874 0.869 -5.941
H -3.792 2.628 -4.471
H -2.803 3.023 -2.258
H 1.250 3.108 -2.146
H 1.683 5.547 -2.122
H 0.180 7.048 -0.855
H -1.789 6.120 0.311
H -2.247 3.698 0.232
H -0.577 -2.893 3.126
H -0.294 -5.304 2.885
H -0.053 -6.315 0.634
H -0.087 -4.844 -1.358
H -0.480 -2.476 -1.126
H -0.693 1.204 2.922
H -2.255 1.789 4.682
H -4.130 0.270 5.263
H -4.389 -1.845 4.010
H -2.850 -2.409 2.197
O 2.271 2.625 0.000
N 3.453 2.172 0.566
C 4.567 2.379 -0.206
C 4.565 3.044 -1.426
N 4.626 3.616 -2.433
C 5.813 1.992 0.281
N 6.890 1.738 0.627
O 1.690 -3.125 -2.627
C 2.371 -2.374 -3.521
C 2.678 -2.918 -4.755
C 3.379 -2.185 -5.708
C 3.797 -0.891 -5.410
C 3.511 -0.330 -4.188
C 2.774 -1.044 -3.214
C 2.452 -0.435 -1.951
O 2.879 0.733 -1.621
O 1.699 -1.041 -1.077
H 1.566 -2.562 -1.822
H 2.364 -3.931 -4.957
H 3.595 -2.630 -6.671
H 4.354 -0.328 -6.149
H 3.830 0.670 -3.941
*
```

Properties
⟨S²⟩ = 2.014
Electronic energy = -5732.55390 hartree
E_LUMO (alpha / beta) = 4.116 / 4.114 eV
Highest occupied orbital energy (alpha / beta) = -1.3788 / -3.7136 eV
Energy above the lowest of the compared OMol25 structures with the same formula, charge and spin = 3.4774 eV

No. 2
Density functional theory data (ωB97M-V with the def2-TZVPD basis set) for a molecular structure, C47H38Br2N6NaO5PS2.

Geometry as ORCA input:
```
! RIJCOSX wB97M-V def2-TZVPD def2/J DEFGRID3
* xyz -2 1
Na 0.335 -0.781 -0.049
Br -0.847 -2.443 -7.140
C -1.516 -1.887 -5.445
C -1.702 -0.541 -5.201
C -2.196 -0.134 -3.971
C -2.492 -1.073 -2.981
C -2.280 -2.427 -3.242
C -1.798 -2.830 -4.473
N -3.008 -0.674 -1.735
C -3.338 -1.607 -0.689
C -2.846 -1.405 0.587
C -3.282 -2.243 1.680
C -2.865 -1.988 2.948
C -2.006 -0.896 3.213
C -1.599 -0.169 2.117
N -1.951 -0.392 0.848
H -1.460 0.192 -5.959
H -2.344 0.919 -3.770
H -2.443 -3.152 -2.455
H -1.615 -3.880 -4.662
H -3.993 -2.422 -0.961
H -3.944 -3.074 1.466
H -3.198 -2.632 3.757
H -1.654 -0.656 4.206
H -0.919 0.671 2.258
Br 3.052 7.492 -1.990
C 2.868 6.859 -0.207
C 2.100 7.574 0.692
C 1.972 7.100 1.990
C 2.580 5.913 2.383
C 3.372 5.221 1.464
C 3.515 5.691 0.171
N 2.504 5.571 3.771
N 2.397 4.379 4.166
C 2.062 3.306 3.354
C 2.719 2.115 3.673
C 2.725 1.008 2.853
C 2.015 1.012 1.622
O 2.060 0.093 0.777
C 1.142 2.183 1.384
N 0.306 2.074 0.328
C -0.567 3.027 0.119
C -0.695 4.146 0.958
C 0.162 4.280 2.015
C 1.149 3.295 2.246
H 1.607 8.488 0.389
H 1.389 7.650 2.718
H 3.856 4.294 1.743
H 4.109 5.137 -0.543
H 3.304 2.124 4.587
H 3.286 0.118 3.105
H -1.227 2.900 -0.733
H -1.473 4.874 0.764
H 0.075 5.120 2.691
O 1.625 -2.527 -3.488
C 1.308 -3.033 -2.421
N 0.321 -2.605 -1.593
S 0.103 -3.593 -0.348
O 0.259 -2.840 0.877
O -1.062 -4.439 -0.452
C 1.519 -4.620 -0.644
C 2.038 -5.667 0.092
C 3.145 -6.322 -0.435
C 3.695 -5.933 -1.656
C 3.154 -4.877 -2.378
C 2.054 -4.224 -1.849
H 1.606 -5.959 1.040
H 3.592 -7.145 0.110
H 4.560 -6.462 -2.040
H 3.566 -4.549 -3.324
C -7.448 6.504 -1.393
C -6.698 7.667 -0.788
O -7.204 8.759 -0.674
S -5.026 7.468 -0.207
C -4.616 5.781 -0.546
C -4.860 4.788 0.403
C -4.559 3.469 0.135
C -3.999 3.093 -1.100
C -3.738 4.104 -2.039
C -4.037 5.425 -1.762
C -3.679 1.742 -1.348
C -3.366 0.588 -1.544
H -8.306 6.302 -0.751
H -6.856 5.603 -1.506
H -7.826 6.831 -2.361
H -5.286 5.058 1.362
H -4.732 2.705 0.882
H -3.285 3.838 -2.985
H -3.820 6.191 -2.497
C 4.459 1.284 -3.491
P 3.574 1.060 -1.884
C 1.870 0.899 -2.562
C 4.021 -0.699 -1.597
H 4.148 0.548 -4.238
H 5.536 1.191 -3.333
H 4.265 2.285 -3.881
H 1.804 1.624 -3.379
H 1.100 1.178 -1.840
H 1.665 -0.095 -2.968
H 5.099 -0.775 -1.436
H 3.731 -1.337 -2.437
H 3.521 -1.042 -0.692
*
```

Properties
Electronic energy = -8966.68800 hartree
E_LUMO = 3.509 eV
Highest occupied orbital energy = -1.1390 eV
Energy above the lowest of the compared OMol25 structures with the same formula, charge and spin = 0.0000 eV

No. 3
Density functional theory data (ωB97M-V with the def2-TZVPD basis set) for a molecular structure, C47H38ClN2O7S3Y.

Geometry as ORCA input:
```
! RIJCOSX wB97M-V def2-TZVPD def2/J DEFGRID3
* xyz 2 1
Y 1.366 1.485 0.079
O 1.807 5.892 4.314
C 2.732 4.982 4.556
O 3.581 5.128 5.389
C 2.809 3.794 3.630
C 3.794 2.813 3.738
Cl 5.096 2.664 4.791
N 3.583 1.894 2.778
N 2.511 2.219 2.038
C 2.035 3.364 2.539
C 0.820 3.940 1.851
O 0.312 4.971 2.243
O 0.403 3.240 0.841
C 4.311 0.701 2.455
C 4.881 0.603 1.196
C 5.529 -0.571 0.843
C 5.606 -1.620 1.750
C 5.039 -1.499 3.012
C 4.379 -0.334 3.372
H 1.227 5.665 3.546
H 4.841 1.446 0.515
H 5.991 -0.660 -0.131
H 6.121 -2.531 1.478
H 5.111 -2.313 3.720
H 3.932 -0.223 4.351
C -3.042 0.870 -7.418
C -2.318 0.579 -6.137
C -2.857 0.959 -4.903
C -2.195 0.692 -3.721
C -0.969 0.040 -3.775
C -0.399 -0.336 -4.986
C -1.084 -0.070 -6.159
S -0.048 -0.305 -2.321
O -0.026 1.022 -1.538
C -1.173 -1.383 -1.447
C -1.486 -2.532 -2.214
C -2.262 -3.513 -1.689
C -2.775 -3.395 -0.376
C -3.599 -4.407 0.171
C -4.118 -4.282 1.426
C -3.827 -3.135 2.191
C -3.022 -2.149 1.694
C -2.468 -2.247 0.392
C -1.609 -1.227 -0.155
C -1.348 -0.087 0.790
C -2.327 0.943 0.887
C -3.389 1.044 -0.049
C -4.310 2.044 0.052
C -4.228 2.996 1.094
C -3.240 2.909 2.029
C -2.276 1.875 1.959
C -1.286 1.741 2.959
C -0.344 0.761 2.868
C -0.356 -0.132 1.764
S 1.090 -1.185 1.701
O 1.751 -0.734 0.376
C 0.516 -2.832 1.419
C 0.843 -3.500 0.251
C 0.422 -4.810 0.104
C -0.313 -5.451 1.099
C -0.755 -6.876 0.922
C -0.607 -4.753 2.270
C -0.182 -3.449 2.447
H -4.002 1.348 -7.237
H -3.216 -0.049 -7.979
H -2.447 1.528 -8.053
H -3.812 1.467 -4.878
H -2.612 0.997 -2.770
H 0.562 -0.836 -5.009
H -0.655 -0.367 -7.107
H -1.109 -2.618 -3.226
H -2.499 -4.394 -2.273
H -3.820 -5.278 -0.434
H -4.756 -5.053 1.834
H -4.251 -3.031 3.181
H -2.822 -1.282 2.310
H -3.474 0.303 -0.833
H -5.118 2.109 -0.664
H -4.964 3.786 1.154
H -3.179 3.624 2.839
H -1.283 2.431 3.794
H 0.433 0.662 3.618
H 1.417 -3.004 -0.520
H 0.666 -5.346 -0.805
H -1.061 -7.068 -0.106
H -1.583 -7.120 1.585
H 0.066 -7.559 1.149
H -1.171 -5.241 3.056
H -0.409 -2.919 3.365
C 3.905 4.046 -3.095
S 2.347 3.296 -2.686
C 1.478 4.739 -2.110
O 2.661 2.495 -1.404
H 4.287 4.580 -2.226
H 3.744 4.723 -3.933
H 4.582 3.248 -3.393
H 1.299 5.390 -2.966
H 2.071 5.246 -1.350
H 0.526 4.408 -1.695
*
```

Properties
Electronic energy = -4142.84214 hartree
E_LUMO = -5.447 eV
Highest occupied orbital energy = -13.3308 eV
Energy above the lowest of the compared OMol25 structures with the same formula, charge and spin = 0.0000 eV

No. 4
Density functional theory data (ωB97M-V with the def2-TZVPD basis set) for a molecular structure, C47H38F3NO4P2PdSb.

Geometry as ORCA input:
```
! RIJCOSX wB97M-V def2-TZVPD def2/J DEFGRID3
* xyz -1 1
Pd 0.977 0.293 0.906
O 1.156 -1.855 -0.686
P -0.123 -1.455 -1.319
C -0.697 0.261 -1.300
P -0.231 1.733 -2.282
O 0.856 2.602 -1.784
C -0.052 1.319 -4.033
C 1.169 1.643 -4.616
C 1.369 1.434 -5.972
C 0.348 0.910 -6.753
C -0.871 0.587 -6.175
C -1.070 0.787 -4.818
C -1.808 2.658 -2.151
C -3.073 2.151 -2.444
C -4.203 2.937 -2.279
C -4.081 4.238 -1.809
C -2.828 4.749 -1.510
C -1.697 3.964 -1.686
C -1.500 -2.285 -0.447
C -2.233 -1.667 0.564
C -3.156 -2.391 1.306
C -3.361 -3.736 1.045
C -2.632 -4.364 0.044
C -1.700 -3.644 -0.688
C -0.294 -2.002 -3.038
C -1.539 -2.276 -3.602
C -1.630 -2.738 -4.906
C -0.474 -2.925 -5.653
C 0.766 -2.631 -5.102
C 0.861 -2.167 -3.798
H -0.656 0.641 -0.253
H -1.771 0.138 -1.487
H 1.950 2.046 -3.986
H 2.323 1.682 -6.419
H 0.504 0.749 -7.813
H -1.668 0.170 -6.778
H -2.026 0.525 -4.382
H -3.194 1.134 -2.801
H -5.181 2.532 -2.507
H -4.966 4.847 -1.667
H -2.729 5.756 -1.126
H -0.710 4.338 -1.444
H -2.057 -0.629 0.811
H -3.704 -1.904 2.104
H -4.070 -4.302 1.636
H -2.774 -5.419 -0.152
H -1.118 -4.139 -1.458
H -2.441 -2.146 -3.013
H -2.598 -2.965 -5.335
H -0.541 -3.289 -6.671
H 1.664 -2.754 -5.693
H 1.819 -1.915 -3.357
O 2.278 0.123 -2.343
C 3.094 0.578 -1.540
C 4.507 0.963 -1.965
C 5.088 1.594 -0.707
C 3.969 1.421 0.322
O 4.080 1.815 1.478
N 2.885 0.806 -0.219
H 4.449 1.635 -2.822
H 5.031 0.062 -2.286
H 5.303 2.657 -0.809
H 5.990 1.108 -0.332
F -1.451 -5.223 3.611
C -0.650 -4.124 3.596
C 0.062 -3.836 2.450
C 0.868 -2.708 2.443
C 0.969 -1.880 3.564
C 0.243 -2.218 4.703
C -0.581 -3.340 4.727
Sb 2.297 -0.168 3.383
C 2.097 0.295 5.520
C 1.192 1.216 6.040
C 1.097 1.450 7.408
C 1.925 0.742 8.253
F 1.838 0.959 9.590
C 2.843 -0.176 7.788
C 2.922 -0.385 6.416
C 0.724 1.229 2.828
C -0.635 0.882 2.926
C -1.648 1.806 2.630
C -1.279 3.050 2.183
F -2.248 3.955 1.885
C 0.043 3.414 1.988
C 1.040 2.497 2.289
H -0.030 -4.471 1.580
H 1.406 -2.462 1.533
H 0.315 -1.602 5.593
H -1.152 -3.610 5.607
H 0.540 1.765 5.370
H 0.395 2.165 7.818
H 3.477 -0.706 8.487
H 3.646 -1.102 6.041
H -0.914 -0.090 3.314
H -2.696 1.555 2.735
H 0.277 4.384 1.570
H 2.085 2.746 2.134
*
```

Properties
Electronic energy = -3520.14200 hartree
E_LUMO = 2.320 eV
Highest occupied orbital energy = -4.0013 eV
Energy above the lowest of the compared OMol25 structures with the same formula, charge and spin = 0.3196 eV